Record 1
# C52H46AsGeN3O4S2Tc

A molecular structure, C52H46AsGeN3O4S2Tc in a non-equilibrium geometry (the ωB97M-V functional and the def2-TZVPD basis, the OMol25 dataset).

The geometry in ORCA input format:
```
! RIJCOSX wB97M-V def2-TZVPD def2/J DEFGRID3
* xyz 2 2
Tc -0.580 0.022 0.617
S -0.617 1.811 2.096
C -1.808 3.020 1.570
C -1.842 4.238 2.243
C -2.816 5.172 1.925
C -3.755 4.904 0.935
C -3.701 3.705 0.245
C -2.734 2.755 0.565
As -2.544 1.082 -0.368
C -4.027 -0.047 0.156
C -3.784 -1.407 0.328
C -4.816 -2.272 0.659
C -6.100 -1.771 0.819
C -6.348 -0.415 0.650
C -5.316 0.449 0.319
C -2.954 1.519 -2.199
C -2.634 2.771 -2.717
C -2.908 3.056 -4.045
C -3.504 2.096 -4.851
C -3.838 0.854 -4.330
C -3.559 0.559 -3.005
H -1.104 4.454 3.006
H -2.836 6.122 2.444
H -4.517 5.635 0.697
H -4.405 3.509 -0.555
H -2.779 -1.795 0.190
H -4.620 -3.329 0.786
H -6.910 -2.441 1.077
H -7.352 -0.030 0.772
H -5.510 1.506 0.197
H -2.206 3.528 -2.078
H -2.661 4.029 -4.450
H -3.717 2.321 -5.888
H -4.318 0.115 -4.958
H -3.818 -0.410 -2.596
C 1.448 0.543 5.234
N 0.947 -0.242 4.100
C -0.144 -0.967 4.010
S -0.588 -1.647 2.434
N -0.977 -1.262 4.983
C -1.002 -0.842 6.390
H 2.491 0.775 5.042
H 1.382 -0.016 6.161
H 0.901 1.482 5.322
H 1.376 -0.023 3.214
H -1.723 -1.883 4.707
H -0.301 -1.423 6.987
H -2.004 -1.023 6.766
H -0.791 0.218 6.490
O 0.119 0.679 -4.246
C 0.379 1.180 -3.203
O 0.160 0.400 -2.055
C 0.863 2.584 -3.037
C 0.609 3.356 -1.907
C 1.146 4.623 -1.799
C 1.940 5.099 -2.827
C 2.163 4.372 -3.982
C 1.612 3.107 -4.086
N 2.603 6.413 -2.665
O 3.251 6.829 -3.601
O 2.438 6.991 -1.607
H 0.011 2.969 -1.093
H 0.980 5.241 -0.928
H 2.771 4.800 -4.766
H 1.771 2.504 -4.971
C 1.772 -3.705 3.556
Ge 1.258 -3.127 1.755
C 0.092 -4.405 0.863
C 0.374 -5.754 1.065
C -0.381 -6.724 0.417
C -1.417 -6.349 -0.426
C -1.708 -5.004 -0.621
C -0.952 -4.036 0.019
C 2.850 -2.549 0.804
C 3.990 -2.459 1.567
C 5.263 -2.556 0.973
C 5.368 -2.787 -0.370
C 4.220 -2.854 -1.194
C 4.317 -3.061 -2.592
C 3.203 -3.047 -3.383
C 1.933 -2.819 -2.811
C 1.807 -2.655 -1.461
C 2.935 -2.688 -0.611
H 2.530 -4.484 3.457
H 0.912 -4.122 4.082
H 2.196 -2.891 4.141
H 1.179 -6.053 1.727
H -0.155 -7.772 0.570
H -1.998 -7.106 -0.938
H -2.517 -4.711 -1.279
H -1.180 -2.986 -0.146
H 3.929 -2.349 2.645
H 6.150 -2.490 1.590
H 6.345 -2.914 -0.824
H 5.298 -3.227 -3.022
H 3.287 -3.209 -4.449
H 1.062 -2.770 -3.453
H 0.830 -2.467 -1.029
C 0.638 0.607 -0.804
C 2.041 0.986 -0.659
C 2.979 0.719 -1.665
C 4.306 1.062 -1.494
C 4.724 1.692 -0.328
C 3.805 1.961 0.679
C 2.481 1.598 0.523
H 2.676 0.217 -2.576
H 5.017 0.838 -2.280
H 5.762 1.977 -0.206
H 4.132 2.467 1.580
H 1.755 1.855 1.284
*
```

Properties
- Expectation value of S²: 0.82
- M: 1086.6 g/mol
- LUMO level (alpha / beta): -6.23 / -6.05 eV
- E_HOMO (alpha / beta): -12.52 / -12.33 eV
- Energy above the lowest of the compared OMol25 structures with the same formula, charge and spin: 264.1 kJ/mol
- HOMO-LUMO gap (alpha / beta): 6.29 / 6.28 eV



Record 2
# C52H46CaCl4N4Si2Te2

A molecular structure, C52H46CaCl4N4Si2Te2 in a non-equilibrium geometry (the ωB97M-V functional and the def2-TZVPD basis, the OMol25 dataset).

The geometry in ORCA input format:
```
! RIJCOSX wB97M-V def2-TZVPD def2/J DEFGRID3
* xyz -2 1
Ca 0.343 1.390 1.279
Cl 7.109 -1.013 7.362
C 5.862 -0.752 6.175
C 4.839 0.140 6.445
C 3.865 0.351 5.492
C 3.892 -0.308 4.257
C 4.930 -1.214 4.027
C 5.911 -1.439 4.974
C 2.839 -0.012 3.282
C 3.246 0.412 1.985
C 4.581 0.511 1.507
C 4.500 0.969 0.211
C 3.123 1.163 -0.070
C 2.615 1.670 -1.304
C 3.648 2.257 -2.190
C 4.080 1.676 -3.381
C 5.051 2.275 -4.166
C 5.608 3.471 -3.756
Cl 6.836 4.229 -4.728
C 5.208 4.077 -2.576
C 4.238 3.464 -1.808
C 1.285 1.841 -1.660
N 0.187 1.547 -0.891
C -0.908 2.130 -1.477
C -2.152 2.309 -0.876
C -3.214 2.939 -1.650
C -4.003 3.999 -1.170
C -5.035 4.539 -1.910
C -5.286 4.059 -3.184
Cl -6.581 4.742 -4.132
C -4.512 3.039 -3.714
C -3.504 2.490 -2.951
C -2.415 2.017 0.546
C -3.743 2.080 1.120
C -3.779 1.239 2.187
C -2.485 0.623 2.273
N -1.727 1.019 1.255
C -2.028 -0.105 3.432
C -0.675 -0.277 3.772
C -0.188 -1.025 4.912
C 1.164 -0.934 4.902
C 1.525 -0.175 3.729
N 0.386 0.202 3.082
C -3.048 -0.554 4.359
C -2.943 -0.349 5.746
C -3.924 -0.765 6.619
C -5.060 -1.384 6.123
Cl -6.320 -1.892 7.218
C -5.221 -1.577 4.759
C -4.222 -1.179 3.899
C -0.493 2.734 -2.728
C 0.845 2.551 -2.840
N 2.387 0.814 1.010
H 4.812 0.672 7.384
H 3.064 1.048 5.685
H 4.959 -1.762 3.097
H 6.712 -2.141 4.786
H 5.486 0.291 2.048
H 5.317 1.151 -0.465
H 3.668 0.733 -3.703
H 5.377 1.813 -5.087
H 5.648 5.012 -2.262
H 3.915 3.931 -0.890
H -3.767 4.444 -0.214
H -5.646 5.332 -1.501
H -4.719 2.662 -4.706
H -2.934 1.670 -3.358
H -4.560 2.672 0.751
H -4.587 1.119 2.890
H -0.784 -1.592 5.602
H 1.849 -1.391 5.597
H -2.090 0.184 6.135
H -3.824 -0.593 7.682
H -6.123 -2.038 4.382
H -4.341 -1.351 2.838
H -1.132 3.289 -3.395
H 1.485 2.885 -3.642
Te -1.480 3.869 1.582
C -1.316 -3.666 0.907
Si -1.411 -4.266 -0.893
C 0.325 -4.681 -1.581
C -2.453 -5.875 -0.997
C -2.160 -2.911 -1.970
Te -1.083 -1.018 -1.580
C -1.321 -0.468 -3.678
Si -0.081 -1.248 -4.875
C -0.413 -3.085 -5.310
C -0.127 -0.280 -6.539
C 1.649 -1.125 -4.097
H -0.855 -4.392 1.570
H -2.308 -3.451 1.294
H -0.740 -2.745 0.970
H 0.892 -5.309 -0.901
H 0.888 -3.765 -1.736
H 0.263 -5.201 -2.533
H -1.996 -6.684 -0.437
H -2.558 -6.210 -2.023
H -3.450 -5.723 -0.597
H -3.209 -2.743 -1.741
H -2.100 -3.153 -3.025
H -1.158 0.606 -3.695
H -2.356 -0.655 -3.953
H -1.434 -3.251 -5.637
H -0.235 -3.720 -4.449
H 0.246 -3.416 -6.108
H -1.072 -0.425 -7.056
H 0.663 -0.589 -7.218
H -0.009 0.785 -6.363
H 1.696 -1.708 -3.180
H 1.834 -0.092 -3.823
H 2.445 -1.461 -4.756
*
```

Properties
- M: 1220.2 g/mol
- LUMO level (alpha / beta): 3.57 / 3.57 eV
- E_HOMO (alpha / beta): -0.63 / -0.66 eV
- Energy above the lowest of the compared OMol25 structures with the same formula, charge and spin: 179.3 kJ/mol
- HOMO-LUMO gap (alpha / beta): 4.21 / 4.24 eV



Record 3
# C52H46N6NdO2P2S3Te

A molecular structure, C52H46N6NdO2P2S3Te in a non-equilibrium geometry (the ωB97M-V functional and the def2-TZVPD basis, the OMol25 dataset).

The geometry in ORCA input format:
```
! RIJCOSX wB97M-V def2-TZVPD def2/J DEFGRID3
* xyz -1 4
Nd -0.089 0.220 -0.262
S -1.183 3.089 3.785
C -2.673 2.511 3.174
C -2.509 1.718 2.083
C -1.151 1.523 1.663
C -0.325 2.220 2.508
C 1.111 2.373 2.375
C 1.869 3.190 3.226
C 3.211 3.377 2.978
C 3.788 2.730 1.893
C 2.986 1.906 1.126
N 1.688 1.720 1.349
H -3.594 2.800 3.659
H -3.357 1.281 1.577
H 1.385 3.679 4.060
H 3.801 4.024 3.615
H 4.832 2.862 1.645
H 3.400 1.371 0.281
Te -2.397 -4.785 0.147
C -4.419 -5.179 0.639
C -4.828 -6.479 0.925
C -6.143 -6.705 1.297
N -7.058 -5.744 1.394
C -6.662 -4.505 1.102
C -5.371 -4.174 0.724
C -2.629 -2.660 0.218
P -1.770 -1.811 1.545
C -0.126 -2.569 1.942
C 0.465 -2.213 3.157
C 1.662 -2.782 3.558
C 2.286 -3.728 2.751
C 1.730 -4.056 1.522
C 0.541 -3.463 1.112
C -2.699 -2.526 2.969
C -3.911 -1.917 3.297
C -4.799 -2.521 4.172
C -4.486 -3.748 4.738
C -3.268 -4.343 4.450
C -2.376 -3.738 3.576
P -2.165 -1.731 -1.278
C -2.867 -2.800 -2.601
C -2.038 -3.670 -3.307
C -2.552 -4.503 -4.287
C -3.911 -4.486 -4.568
C -4.749 -3.646 -3.851
C -4.232 -2.808 -2.873
C -3.487 -0.432 -1.325
C -3.595 0.341 -2.483
C -4.581 1.303 -2.600
C -5.465 1.519 -1.552
C -5.375 0.752 -0.402
C -4.391 -0.223 -0.292
H -4.125 -7.302 0.864
H -6.487 -7.707 1.536
H -7.428 -3.740 1.178
H -5.090 -3.150 0.506
H -0.036 -1.486 3.789
H 2.109 -2.499 4.502
H 3.200 -4.206 3.081
H 2.227 -4.777 0.883
H 0.138 -3.684 0.129
H -4.153 -0.959 2.851
H -5.744 -2.041 4.399
H -5.193 -4.236 5.397
H -3.017 -5.299 4.896
H -1.432 -4.221 3.367
H -0.976 -3.690 -3.084
H -1.895 -5.166 -4.837
H -4.316 -5.127 -5.341
H -5.813 -3.637 -4.056
H -4.896 -2.160 -2.317
H -2.917 0.160 -3.309
H -4.648 1.903 -3.500
H -6.224 2.289 -1.634
H -6.078 0.906 0.408
H -4.332 -0.852 0.587
S -0.937 2.278 -2.029
C 0.006 2.050 -3.473
C -0.551 2.440 -4.694
C 0.100 2.246 -5.908
C -0.552 2.584 -7.128
N -1.099 2.846 -8.106
C 1.390 1.683 -5.907
C 1.977 1.345 -4.692
C 1.314 1.491 -3.473
S 2.128 0.981 -2.030
C 2.088 1.404 -7.116
N 2.676 1.126 -8.067
H -1.535 2.889 -4.683
H 2.981 0.941 -4.681
C 3.657 -2.171 -4.113
N 2.652 -2.661 -3.182
C 3.203 -3.236 -1.974
C 1.402 -2.079 -3.109
O 0.881 -1.803 -2.015
N 0.781 -1.856 -4.292
C -0.377 -0.987 -4.378
C 1.094 -2.555 -5.524
H 4.441 -1.643 -3.562
H 3.222 -1.467 -4.816
H 4.112 -2.998 -4.665
H 3.839 -4.081 -2.244
H 2.391 -3.590 -1.346
H 3.809 -2.513 -1.413
H -0.533 -0.494 -3.425
H -1.271 -1.554 -4.640
H -0.210 -0.234 -5.149
H 1.720 -3.420 -5.323
H 1.588 -1.905 -6.252
H 0.156 -2.901 -5.965
O 2.118 -1.027 0.384
H 2.202 -1.168 -0.577
H 2.532 -1.784 0.810
*
```

Properties
- Expectation value of S²: 3.75
- M: 1217.0 g/mol
- LUMO level (alpha / beta): 1.83 / 1.83 eV
- E_HOMO (alpha / beta): -4.92 / -4.94 eV
- HOMO-LUMO gap (alpha / beta): 6.75 / 6.77 eV



Record 4
# C52H47CdN4O3S4

A molecular structure, C52H47CdN4O3S4 (the ωB97M-V functional and the def2-TZVPD basis, the OMol25 dataset).

The geometry in ORCA input format:
```
! RIJCOSX wB97M-V def2-TZVPD def2/J DEFGRID3
* xyz 1 1
Cd 0.908 0.811 2.192
C -6.362 -3.869 2.490
C -5.112 -3.272 1.907
C -3.851 -3.708 2.309
C -2.698 -3.148 1.783
C -2.799 -2.138 0.838
C -4.045 -1.686 0.425
C -5.190 -2.255 0.958
S -1.327 -1.356 0.189
O -0.242 -1.649 1.185
C -1.073 -2.457 -1.208
C -1.338 -3.843 -1.083
C -1.161 -4.675 -2.140
C -0.743 -4.166 -3.395
C -0.598 -5.025 -4.511
C -0.259 -4.528 -5.735
C -0.064 -3.141 -5.895
C -0.187 -2.293 -4.832
C -0.505 -2.781 -3.538
C -0.629 -1.919 -2.391
C -0.450 -0.457 -2.670
C -1.538 0.208 -3.322
C -2.819 -0.396 -3.463
C -3.843 0.269 -4.071
C -3.651 1.567 -4.594
C -2.434 2.169 -4.489
C -1.353 1.510 -3.852
C -0.086 2.128 -3.747
C 0.923 1.511 -3.073
C 0.739 0.222 -2.516
S 1.986 -0.037 -1.240
O 1.221 0.307 0.011
C 2.365 -1.768 -1.174
C 2.735 -2.464 -2.312
C 3.148 -3.780 -2.197
C 3.213 -4.405 -0.953
C 3.674 -5.831 -0.841
C 2.870 -3.670 0.178
C 2.455 -2.352 0.081
H -6.140 -4.754 3.083
H -7.062 -4.151 1.703
H -6.870 -3.149 3.135
H -3.774 -4.499 3.046
H -1.718 -3.471 2.114
H -4.119 -0.897 -0.311
H -6.162 -1.900 0.637
H -1.713 -4.236 -0.151
H -1.384 -5.731 -2.049
H -0.776 -6.085 -4.373
H -0.156 -5.189 -6.585
H 0.185 -2.744 -6.870
H -0.042 -1.232 -4.987
H -2.986 -1.392 -3.077
H -4.812 -0.205 -4.160
H -4.472 2.077 -5.080
H -2.272 3.163 -4.888
H 0.062 3.107 -4.185
H 1.879 2.002 -2.940
H 2.729 -1.980 -3.280
H 3.421 -4.327 -3.091
H 3.237 -6.448 -1.627
H 3.404 -6.260 0.123
H 4.759 -5.893 -0.941
H 2.920 -4.136 1.155
H 2.161 -1.806 0.966
S 2.193 -0.790 3.728
C 0.958 -0.655 4.926
N -0.346 -0.835 4.595
C -1.346 -0.531 5.433
C -1.057 -0.146 6.709
C 0.296 -0.092 7.040
N 1.271 -0.322 6.180
H -0.568 -1.072 3.623
H -2.345 -0.609 5.036
H -1.834 0.101 7.415
H 0.605 0.168 8.047
S 6.010 5.163 0.886
C 4.646 4.104 1.238
C 4.730 3.249 2.331
C 3.686 2.379 2.584
N 2.589 2.329 1.826
C 2.508 3.154 0.774
C 3.503 4.045 0.441
C 5.185 6.503 0.056
C 5.488 6.794 -1.264
C 4.838 7.865 -1.865
N 3.933 8.616 -1.248
C 3.658 8.327 0.022
C 4.258 7.293 0.722
H 5.590 3.265 2.986
H 3.715 1.705 3.432
H 1.610 3.078 0.171
H 3.389 4.688 -0.421
H 6.211 6.206 -1.813
H 5.054 8.122 -2.896
H 2.925 8.960 0.510
H 4.011 7.110 1.759
C -1.907 2.366 1.012
C -1.761 2.106 2.510
C -1.006 3.271 3.152
C -3.136 1.969 3.162
O -1.083 0.890 2.716
H -2.402 3.318 0.805
H -2.478 1.566 0.549
H -0.920 2.379 0.534
H -1.561 4.209 3.083
H -0.042 3.428 2.653
H -0.818 3.056 4.206
H -3.755 2.854 3.000
H -3.021 1.818 4.237
H -3.654 1.101 2.746
*
```

Properties
- M: 1016.7 g/mol
- LUMO level: -2.48 eV
- E_HOMO: -10.49 eV
- Energy above the lowest of the compared OMol25 structures with the same formula, charge and spin: 29.4 kJ/mol
- HOMO-LUMO gap: 8.01 eV



- Which of these has the highest M?
  C52H46CaCl4N4Si2Te2



- Which of these has the lowest M?
  C52H47CdN4O3S4



- What is the M in the fourth record?
  1016.7 g/mol